No. 1
C36H30BiN2O3S2Te | the ωB97M-V functional and the def2-TZVPD basis

Structure (XYZ):
```
75
Properties=species:S:1:pos:R:3:forces:R:3
Bi 0.343555 -0.162171 -0.015779 0.137 0.032 -0.220
C 2.601687 4.277104 5.163381 -0.105 -0.060 -0.038
C 2.093355 3.650937 3.890502 0.059 0.063 0.049
C 2.433832 4.156053 2.639231 -0.102 -0.027 -0.036
C 2.017332 3.551897 1.465352 0.039 -0.100 0.000
C 2.607377 4.108835 0.187706 -0.067 0.042 0.150
O 3.766879 4.460022 0.211965 -0.016 -0.058 -0.077
C 1.777741 4.268143 -1.036303 -0.028 0.010 -0.144
C 0.395661 4.424708 -0.985689 0.063 -0.030 0.106
C -0.330102 4.584368 -2.153617 -0.079 0.003 -0.004
C 0.319891 4.586178 -3.380585 -0.014 0.012 0.001
C 1.701552 4.456914 -3.436715 -0.002 -0.002 -0.006
C 2.428919 4.306305 -2.267751 0.008 -0.018 0.043
C 1.249798 2.371446 1.505635 0.195 0.149 0.040
O 1.044477 1.774124 0.333971 -0.203 -0.173 0.139
C 0.811355 1.876495 2.765437 0.108 0.163 -0.026
C 1.287763 2.536798 3.923601 -0.041 -0.088 -0.073
C -0.103644 0.756846 2.980054 -0.124 -0.269 -0.041
N -0.542630 -0.055854 2.053237 0.010 0.378 0.258
C -1.452621 -1.190835 2.345488 -0.146 0.013 0.112
C -2.858595 -0.884873 2.871183 0.123 0.019 -0.299
Te -4.187498 0.194791 1.556768 0.262 0.204 0.312
C -3.714681 2.096121 2.399988 -0.075 -0.263 -0.135
C -2.678077 2.875882 1.895975 0.017 0.037 -0.008
C -2.370424 4.094644 2.489282 0.029 0.014 -0.024
C -3.109605 4.547279 3.573890 -0.010 -0.004 0.063
C -4.157124 3.780215 4.067564 0.048 -0.012 -0.019
C -4.456427 2.555337 3.484355 -0.033 0.005 0.008
C -0.565883 0.532820 4.384232 -0.017 -0.005 0.108
C -1.423423 1.449683 4.984647 -0.023 0.034 -0.073
C -1.892523 1.221178 6.267698 -0.029 0.014 0.035
C -1.487646 0.093637 6.969927 -0.015 0.011 -0.054
C -0.597620 -0.798185 6.387526 -0.027 -0.053 0.059
C -0.140000 -0.584195 5.096227 0.074 0.027 -0.063
H 3.303610 5.080909 4.951081 0.002 0.003 0.016
H 3.108065 3.533187 5.779669 0.021 0.039 0.011
H 1.778963 4.686867 5.752008 0.033 0.026 -0.002
H 3.071598 5.028286 2.557677 0.023 -0.020 0.002
H -0.110522 4.447524 -0.026668 -0.002 -0.084 0.000
H -1.405318 4.705403 -2.107389 0.024 0.018 -0.011
H -0.251654 4.700630 -4.293152 0.017 0.010 0.016
H 2.210799 4.482588 -4.391630 -0.010 -0.017 0.021
H 3.507233 4.217894 -2.288533 -0.008 -0.011 -0.005
H 1.032383 2.132512 4.891547 -0.046 0.001 0.012
H -0.965530 -1.848599 3.065776 0.059 -0.055 -0.063
H -1.549731 -1.758502 1.413122 0.003 0.026 0.011
H -2.828351 -0.338107 3.807515 -0.058 -0.004 0.028
H -3.331532 -1.847652 3.068509 -0.047 0.038 -0.032
H -2.112853 2.541846 1.034346 0.031 -0.031 -0.017
H -1.556678 4.698395 2.103370 -0.016 -0.035 -0.014
H -2.872424 5.499067 4.032331 -0.010 -0.008 -0.024
H -4.746093 4.135365 4.903560 0.011 0.001 -0.003
H -5.273515 1.958247 3.869659 0.012 0.014 0.000
H -1.727837 2.334941 4.440808 -0.026 0.006 0.003
H -2.574261 1.930850 6.719239 0.015 -0.018 -0.008
H -1.861435 -0.086695 7.969217 0.033 0.009 -0.003
H -0.261508 -1.665789 6.940431 0.010 0.016 -0.019
H 0.568217 -1.276257 4.654191 -0.025 0.000 -0.003
S -1.530389 0.876615 -1.335937 -0.206 0.322 -0.001
C -1.401658 -0.421225 -2.493551 0.086 -0.293 -0.035
N -0.463049 -1.308081 -2.374500 0.101 -0.164 -0.101
C -0.555670 -2.284220 -3.356959 -0.216 0.006 -0.169
C 0.285051 -3.384611 -3.505315 0.007 0.027 0.027
C 0.025953 -4.284753 -4.520359 0.084 0.010 0.096
C -1.047464 -4.097450 -5.394672 -0.003 0.015 -0.025
C -1.880561 -3.001354 -5.271452 -0.062 -0.006 -0.072
C -1.626115 -2.101308 -4.244788 0.072 0.086 0.163
S -2.503955 -0.656858 -3.808345 0.056 -0.025 0.041
H 1.122424 -3.516801 -2.831723 -0.030 -0.038 -0.010
H 0.663805 -5.151470 -4.635048 -0.013 0.024 -0.036
H -1.222874 -4.820960 -6.179317 -0.031 0.028 -0.001
H -2.711630 -2.852204 -5.948519 0.029 -0.022 0.002
O 2.771946 -1.651567 0.850983 0.038 0.099 0.067
H 3.131889 -2.297288 0.232225 0.053 0.002 0.057
H 3.526055 -1.337074 1.365375 -0.027 -0.065 -0.063
```
Forces are in eV/Å.

net charge	+1
multiplicity	1
LUMO energy	-0.129	hartree

No. 2
C38H84N3O3S2 | the ωB97M-V functional and the def2-TZVPD basis

Structure (XYZ):
```
130
Properties=species:S:1:pos:R:3:forces:R:3
C 5.063811 -3.845357 3.980914 0.558 -0.298 -0.120
C 6.403918 -4.460519 3.500166 -0.933 -0.230 -0.327
C 6.122012 -5.673893 2.561828 0.114 0.445 0.260
C 6.401248 -5.377838 1.067133 -0.207 -0.122 1.326
C 5.511197 -4.217933 0.611903 0.967 0.011 -0.577
C 5.700686 -3.859821 -0.869592 -0.833 -0.458 -0.403
C 4.533178 -3.027616 -1.437953 0.317 0.248 0.072
C 4.741847 -1.490829 -1.320381 -0.612 -0.593 -0.370
C 3.439533 -0.823173 -0.844309 0.611 0.593 0.287
C 3.661509 0.544265 -0.147148 -0.090 -0.558 -0.083
C 2.670186 0.781283 1.004751 -0.039 0.668 -0.786
C 1.295446 1.286448 0.518567 -0.208 -0.067 1.084
C 0.446098 1.662902 1.769284 -0.519 -0.382 -1.010
C -1.090607 1.614950 1.523945 0.687 0.572 0.461
C -1.903783 1.604700 2.843037 -0.353 -0.163 -0.973
C -2.384140 0.232678 3.415088 0.475 0.729 0.271
C -1.713948 -1.028653 2.878389 -0.742 -0.915 0.432
C -2.383080 -2.273107 3.552630 0.800 0.418 -0.049
S -2.359711 -3.701707 2.398152 -1.850 0.509 0.143
C -2.954951 -5.131587 3.365378 0.272 -0.849 0.376
C -2.571454 -6.464445 2.671535 -0.493 0.903 -0.549
C -3.708250 -7.506086 2.658637 1.092 -0.553 0.449
C -3.422129 -8.554308 1.559521 -0.018 0.616 0.536
N -4.022390 -8.224702 0.251132 1.459 -0.888 -0.812
C -3.062718 -7.539223 -0.640998 -0.216 0.606 0.329
C -4.336513 -9.512489 -0.361143 1.686 0.665 -0.675
C -3.398611 -10.218426 -1.330481 0.441 0.678 -0.532
O -5.346296 -10.029835 -0.093668 -2.921 -1.367 1.056
S -0.294030 -3.940775 1.901659 3.607 -0.720 -0.375
C 0.032672 -2.769899 0.555331 -1.132 0.009 0.325
O 0.476703 -3.615672 3.046720 -0.411 1.381 1.164
O 0.007642 -5.242806 1.416263 -1.545 -0.745 -0.834
H 5.194304 -2.819957 4.334220 -0.102 -0.133 0.168
H 4.663696 -4.485648 4.771161 -0.126 0.255 0.047
H 4.339059 -3.846051 3.163311 0.033 0.133 0.047
H 6.968736 -4.805467 4.367216 0.148 0.263 -0.081
H 6.963242 -3.690456 2.962384 0.238 -0.170 0.142
H 6.678622 -6.542534 2.924599 0.046 0.023 -0.289
H 5.057904 -5.919879 2.676859 0.113 -0.153 -0.086
H 6.185775 -6.307081 0.530448 0.081 0.259 -0.331
H 7.468577 -5.147595 0.985807 -0.100 0.029 -0.324
H 4.478608 -4.513790 0.826966 -0.039 0.272 -0.137
H 5.779340 -3.320412 1.179123 -0.366 -0.121 0.260
H 5.738051 -4.797034 -1.438441 0.202 0.088 0.041
H 6.633786 -3.317457 -1.047659 0.056 -0.210 0.132
H 3.619370 -3.318531 -0.901017 0.101 0.068 -0.038
H 4.345543 -3.289166 -2.483625 0.125 0.013 0.056
H 5.583929 -1.258558 -0.661502 -0.211 -0.080 0.195
H 5.030255 -1.119808 -2.308876 0.003 0.152 0.133
H 3.014640 -1.482435 -0.084178 -0.198 -0.134 -0.035
H 2.739766 -0.742710 -1.684144 -0.048 -0.079 0.193
H 3.594760 1.348519 -0.884965 0.045 0.084 0.153
H 4.688230 0.531228 0.229348 -0.098 0.163 0.103
H 2.569857 -0.129551 1.611257 -0.080 0.054 -0.123
H 3.044642 1.552142 1.687263 0.148 -0.075 -0.067
H 0.766488 0.549869 -0.098737 0.110 -0.075 0.063
H 1.399902 2.184988 -0.095297 0.184 -0.151 -0.110
H 0.753299 1.019531 2.602342 -0.159 0.098 0.035
H 0.669343 2.704509 2.011150 0.209 -0.181 0.394
H -1.360376 0.841623 0.798581 -0.084 -0.133 0.214
H -1.314975 2.568265 1.034131 -0.178 -0.219 -0.149
H -2.817809 2.169966 2.638656 0.079 0.039 0.207
H -1.334085 2.200083 3.559524 -0.076 -0.291 0.187
H -2.255336 0.297092 4.501129 -0.080 -0.284 -0.049
H -3.460129 0.141976 3.236997 0.093 -0.032 -0.035
H -1.922707 -1.119942 1.809869 0.301 0.282 -0.061
H -0.647144 -1.109305 3.091984 0.014 0.322 -0.267
H -1.867018 -2.572027 4.467681 0.015 -0.068 -0.124
H -3.427421 -2.062750 3.800172 -0.057 -0.345 -0.326
H -2.612941 -5.059233 4.399712 0.284 0.131 -0.166
H -4.045006 -5.036319 3.411035 0.110 0.417 -0.379
H -2.349530 -6.226518 1.626556 0.097 -0.083 0.099
H -1.640113 -6.829153 3.104720 -0.143 -0.187 -0.045
H -4.699983 -7.061135 2.571646 0.071 -0.044 -0.183
H -3.639441 -8.043709 3.611028 -0.369 0.124 0.009
H -2.323442 -8.628841 1.472876 -0.145 -0.108 -0.079
H -3.760841 -9.530478 1.906278 -0.274 0.106 -0.152
H -2.054671 -7.971773 -0.599333 -0.114 -0.028 -0.172
H -2.955725 -6.477394 -0.394650 -0.189 -0.126 0.145
H -3.472890 -7.562640 -1.650076 0.241 -0.041 -0.024
H -2.334905 -10.057023 -1.142726 -0.113 0.010 0.058
H -3.607367 -9.822433 -2.332135 0.132 -0.011 0.084
H -3.601638 -11.283433 -1.388187 -0.224 0.059 0.353
H -0.916332 -2.358317 0.203649 0.174 0.100 -0.023
H 0.493067 -3.333501 -0.253136 0.109 -0.150 0.214
H 0.673560 -2.001314 0.976639 0.035 0.064 -0.019
C -2.962362 3.431900 -1.388165 -0.093 0.018 0.002
C -1.762397 4.025517 -2.110781 -0.143 0.012 0.026
N -1.273405 3.189298 -3.192026 0.270 -0.230 0.010
C 0.038484 3.587122 -3.679126 0.203 0.048 0.068
C 0.165807 4.964051 -4.334163 0.138 0.038 -0.110
C -2.247923 2.836809 -4.212931 -0.323 -0.076 0.016
C -2.965064 3.976201 -4.944670 -0.022 -0.038 -0.139
H -2.748056 2.416242 -1.048068 0.005 -0.011 -0.074
H -3.203227 4.037234 -0.511880 0.000 0.024 -0.029
H -3.852261 3.406614 -2.018695 0.010 -0.022 0.012
H -0.960081 4.139933 -1.374571 0.131 0.010 -0.161
H -2.018494 5.039742 -2.451897 -0.019 0.052 0.086
H 0.405920 2.827447 -4.375191 -0.165 -0.037 -0.023
H 0.732913 3.550639 -2.831851 -0.114 0.015 0.081
H -0.279184 4.986292 -5.327892 -0.065 0.042 0.037
H 1.222132 5.215155 -4.455189 -0.013 -0.007 0.021
H -0.286923 5.750809 -3.728664 -0.025 -0.016 -0.007
H -3.009793 2.203018 -3.748747 0.019 0.058 0.082
H -1.768400 2.186908 -4.949563 0.175 0.081 0.067
H -3.338917 4.739676 -4.260539 0.027 -0.011 0.018
H -3.826023 3.576868 -5.485007 0.008 -0.006 0.019
H -2.323678 4.456589 -5.681620 -0.001 0.082 0.063
C -3.310060 8.178521 -1.257712 -0.011 -0.036 -0.078
C -2.629064 9.533321 -1.118163 -0.104 -0.115 -0.085
N -1.201816 9.433557 -0.876873 0.197 0.056 0.232
C -0.598644 10.682600 -0.438484 -0.027 0.177 0.159
C -0.608895 11.864938 -1.412361 0.125 0.080 0.013
C -0.446209 8.678477 -1.860291 -0.061 -0.305 -0.164
C -0.523761 9.121101 -3.325889 0.141 -0.045 -0.078
H -3.090499 7.540153 -0.399540 0.063 0.021 -0.015
H -4.391793 8.311803 -1.310037 0.017 0.017 -0.020
H -3.002149 7.657301 -2.166689 -0.002 -0.015 0.024
H -3.086944 10.043716 -0.266422 0.168 0.104 0.010
H -2.859273 10.140683 -2.006276 -0.086 0.004 -0.004
H 0.432463 10.488392 -0.129512 -0.010 -0.127 -0.094
H -1.112321 10.994845 0.476703 -0.102 -0.079 -0.042
H 0.107093 11.730975 -2.222386 -0.065 -0.013 -0.048
H -0.320905 12.775665 -0.882602 -0.015 -0.020 0.007
H -1.595923 12.038470 -1.842480 0.005 -0.033 -0.005
H -0.773278 7.634153 -1.807075 -0.083 0.036 0.017
H 0.602950 8.648125 -1.554085 -0.042 0.164 0.108
H -1.547350 9.312270 -3.651708 -0.006 0.005 0.046
H -0.123776 8.329317 -3.964371 -0.009 0.007 0.007
H 0.071485 10.012594 -3.516435 -0.088 0.051 -0.009
```
Forces are in eV/Å.

net charge	+1
multiplicity	1
LUMO energy	-0.146	hartree